The following is a DFT calculation (ωB97M-V with the def2-TZVPD basis set) of a molecular structure, C17H23N4RuS.

Positions of all 46 atoms, in Å:
Ru: -0.10775 -0.13188 -0.06044
C: 2.31528 0.30698 1.47529
C: 1.66137 1.69746 1.25236
N: 0.36504 1.65479 1.90581
C: -0.79812 2.44292 1.54397
C: -1.99371 1.50395 1.41452
C: -3.31072 1.90690 1.50746
C: -4.31322 0.96591 1.32729
C: -3.99006 -0.36179 1.07306
C: -2.65929 -0.70320 0.99796
C: -2.15023 -2.09060 0.73057
N: -0.74472 -2.06667 0.19729
C: 0.23068 -2.82990 1.05817
C: 1.56346 -2.11499 1.09802
N: 1.22671 -0.72413 1.43523
N: -1.68796 0.21137 1.16781
H: 2.85503 0.27342 2.42207
H: 3.02589 0.07627 0.68204
H: 1.52081 1.86283 0.17451
H: 2.32154 2.49740 1.59672
H: 0.45966 1.58647 2.91103
H: -0.64604 2.94900 0.58576
H: -1.01575 3.22250 2.27585
H: -3.55069 2.94182 1.71267
H: -5.35179 1.26641 1.37793
H: -4.76124 -1.10548 0.92430
H: -2.80948 -2.62489 0.04843
H: -2.14675 -2.64989 1.66692
H: -0.75181 -2.46102 -0.73907
H: 0.33431 -3.85864 0.71516
H: -0.18784 -2.86580 2.06392
H: 2.04959 -2.13379 0.12323
H: 2.24427 -2.58729 1.80934
H: 0.72027 -0.69655 2.31557
S: -1.06134 0.58265 -2.01066
C: 0.45572 0.45251 -2.82981
C: 0.68288 1.10316 -4.04197
C: 1.94291 1.04380 -4.62447
C: 2.96988 0.34815 -4.00736
C: 2.75158 -0.32617 -2.80439
C: 1.49748 -0.27503 -2.23723
H: -0.12117 1.65518 -4.51130
H: 2.12318 1.54444 -5.56608
H: 3.94947 0.31327 -4.46511
H: 3.55085 -0.89996 -2.35306
H: 1.34182 -0.90188 -1.33929

- E_LUMO (spin up / spin down) (eV) = -6.758 / -8.329
- spin multiplicity = 2
- <S²> = 0.784
- total charge = +2

Mulliken population analysis, charges in e, atoms 1 to 5:
1. Ru -0.160
2. C -0.601
3. C -0.690
4. N -0.145
5. C -0.971

The following is a DFT calculation (ωB97M-V with the def2-TZVPD basis set) of a molecular structure, C17H23N5O2PdS.

Positions of all 49 atoms, in Å:
N: 0.03746 3.16086 -0.99749
C: 0.33239 4.25293 -0.74638
C: 0.61474 5.64647 -0.50304
H: -0.32647 6.21328 -0.48953
H: 1.25925 6.01326 -1.31089
H: 1.12794 5.74758 0.45977
N: 2.82826 -1.93907 -0.38987
C: 3.62045 -2.45815 -1.06577
C: 4.71974 -3.17138 -1.70025
H: 5.16917 -2.59023 -2.51283
H: 4.38190 -4.12884 -2.11020
H: 5.49111 -3.37221 -0.94695
N: -2.86810 -1.51275 -0.96989
C: -3.78162 -2.18503 -0.73967
C: -4.97630 -2.96268 -0.51255
H: -4.76898 -3.74172 0.22946
H: -5.26999 -3.42163 -1.46580
H: -5.77563 -2.29820 -0.15341
Pd: 0.56895 -0.43754 -1.08129
C: -0.24184 -1.83281 0.09339
O: -0.57077 -2.64803 0.83465
C: 1.55156 0.88743 0.01002
O: 2.21780 1.57242 0.65397
C: 1.12791 0.84955 -2.94057
C: -0.26847 0.92256 -2.89458
C: -1.01938 -0.24402 -2.90599
C: -0.37244 -1.48336 -2.93103
C: 1.01156 -1.55439 -3.14751
C: 1.76613 -0.38712 -3.12677
H: 1.68805 1.76246 -2.79363
H: -0.73979 1.88933 -2.73241
H: -2.08847 -0.21333 -2.71823
H: -0.97162 -2.37617 -2.78345
H: 1.50073 -2.51878 -3.22640
H: 2.84905 -0.42232 -3.19946
C: 0.83201 0.49059 4.22486
N: 0.29402 0.07871 2.91847
C: -0.78499 0.66602 2.35891
S: -1.10330 0.72677 0.67033
N: -1.68658 1.27156 3.17506
C: -2.11200 0.74443 4.47770
H: 0.33530 1.40575 4.57376
H: 1.90433 0.67848 4.10538
H: 0.71426 -0.31622 4.96327
H: 0.94643 -0.36249 2.26797
H: -2.44337 1.73418 2.65724
H: -1.88896 1.47406 5.26554
H: -3.19701 0.60083 4.44365
H: -1.63444 -0.21108 4.71244

- E_LUMO (spin up / spin down) (eV) = -12.864 / -17.219
- spin multiplicity = 5
- <S²> = 6.052
- total charge = +4

Mulliken population analysis, charges in e, atoms 1 to 5:
1. N -0.313
2. C 0.345
3. C -0.903
4. H 0.335
5. H 0.321

The following is a DFT calculation (ωB97M-V with the def2-TZVPD basis set) of C17H23N7O3S2 in the gas phase.

Positions of all 52 atoms, in Å:
C: 2.77148 2.03220 3.62658
C: 2.20134 0.70087 4.09979
C: 1.87680 -0.22566 2.92589
N: 0.89245 0.35465 2.05116
C: -0.42647 0.48636 2.28020
S: -1.19647 -0.16349 3.70341
C: -2.56414 -1.06175 2.87022
C: -2.01968 -1.56091 1.55343
O: -1.05610 -2.28642 1.46166
N: -2.67007 -1.07839 0.45560
C: -2.15171 -1.20454 -0.80722
N: -2.71079 -0.67525 -1.84430
N: -2.01345 -0.86666 -2.95930
C: -0.92573 -1.52685 -2.80114
C: 0.04195 -1.81841 -3.88991
C: 0.45457 -3.28908 -3.87221
C: 1.25889 -0.90138 -3.73487
S: -0.64683 -2.02053 -1.13010
N: -1.08186 1.07469 1.28867
C: -0.13029 1.33626 0.36686
C: 1.11312 0.90840 0.81239
C: 2.30397 1.05627 0.03315
O: 3.42875 0.70929 0.34111
N: 2.02684 1.67398 -1.18854
C: 3.14931 1.92561 -2.07869
C: 0.79623 2.10784 -1.66333
O: 0.69606 2.62564 -2.75355
N: -0.29831 1.93146 -0.84145
C: -1.59714 2.41316 -1.26501
H: 3.09229 2.63038 4.47531
H: 3.62498 1.86656 2.97330
H: 2.02388 2.60000 3.07575
H: 2.92763 0.19260 4.73493
H: 1.29488 0.86809 4.68746
H: 1.48448 -1.17819 3.29494
H: 2.77194 -0.39998 2.32582
H: -3.41522 -0.39395 2.75483
H: -2.80755 -1.89110 3.53292
H: -3.44438 -0.43477 0.54031
H: -0.46103 -1.58498 -4.83341
H: 0.95937 -3.52953 -2.93852
H: 1.13298 -3.49511 -4.69616
H: -0.41684 -3.93228 -3.97183
H: 1.75423 -1.09022 -2.78340
H: 1.96700 -1.08776 -4.53852
H: 0.95083 0.14104 -3.77594
H: 3.01085 1.38936 -3.01641
H: 3.21470 2.99179 -2.29275
H: 4.04935 1.58128 -1.57496
H: -2.19001 1.60286 -1.69350
H: -1.44040 3.17834 -2.02262
H: -2.11355 2.82213 -0.39913

- E_LUMO (eV) = 0.304
- SMILES string = CCCn1c(SCC(=O)Nc2nnc(C(C)C)s2)nc2c1c(=O)n(C)c(=O)n2C

Mulliken population analysis, charges in e, atoms 1 to 5:
1. C -1.050
2. C -0.243
3. C -1.138
4. N 0.344
5. C -0.326

The following is a DFT calculation (ωB97M-V with the def2-TZVPD basis set) of C17H23NO3 in the gas phase.

Positions of all 44 atoms, in Å:
C: 1.34329 3.88531 -1.23993
C: 0.67853 3.24612 -2.45040
O: 0.27989 1.90432 -2.16235
C: 1.20063 0.94765 -2.30696
O: 2.31386 1.14011 -2.71983
C: 0.66814 -0.41219 -1.89572
C: -0.45220 -0.88496 -2.84335
C: -1.81580 -0.48849 -2.28963
C: -2.06679 -1.22190 -0.97054
N: -0.82820 -1.39675 -0.22659
C: -0.68673 -2.51771 0.51866
O: -1.58551 -3.33806 0.59120
C: 0.59818 -2.71491 1.30445
C: 0.42534 -2.17513 2.73822
C: 0.17200 -0.69564 2.74140
C: 1.22796 0.20653 2.79583
C: 0.99746 1.56941 2.72672
C: -0.29560 2.04785 2.60289
C: -1.35587 1.15783 2.56053
C: -1.12309 -0.20402 2.63077
C: 0.13040 -0.34916 -0.45038
H: 1.57345 4.92456 -1.45545
H: 0.68171 3.83679 -0.37801
H: 2.26629 3.36094 -1.00492
H: 1.36487 3.23808 -3.30291
H: -0.24320 3.76726 -2.71713
H: 1.50996 -1.10757 -1.95669
H: -0.40719 -1.97216 -2.92964
H: -0.30228 -0.46374 -3.83845
H: -1.84213 0.59175 -2.14368
H: -2.60074 -0.75044 -2.99941
H: -2.47287 -2.22092 -1.14878
H: -2.78784 -0.66994 -0.35512
H: 1.46094 -2.25905 0.82190
H: 0.76351 -3.79224 1.36270
H: -0.41635 -2.69672 3.19727
H: 1.32834 -2.40328 3.30850
H: 2.24001 -0.16238 2.89188
H: 1.82831 2.25869 2.76919
H: -0.47721 3.11145 2.54834
H: -2.36765 1.52702 2.47410
H: -1.95130 -0.89701 2.59652
H: 0.95164 -0.40155 0.25963
H: -0.37541 0.60912 -0.29342

- E_LUMO (eV) = 0.745
- SMILES string = CCOC(=O)[C@@H]1CCCN(C(=O)CCc2ccccc2)C1

Mulliken population analysis, charges in e, atoms 1 to 5:
1. C -1.038
2. C -0.381
3. O -0.259
4. C -0.229
5. O -0.639

The following is a DFT calculation (ωB97M-V with the def2-TZVPD basis set) of C17H23NOSi in the gas phase.

Positions of all 43 atoms, in Å:
C: 0.12155 -4.15572 -1.62145
N: 0.04011 -3.46501 -0.35069
C: 0.19953 -4.33752 0.82514
C: 0.97664 -2.32041 -0.31369
C: 0.60849 -1.36097 -1.49061
O: 0.67633 -0.00066 -1.27246
Si: -0.43196 0.67152 -0.15467
C: -1.90752 -0.53382 0.25906
C: -0.88378 2.23342 -1.03838
C: 0.17581 3.14168 -1.36892
C: -0.03638 4.29913 -2.16378
C: -1.26508 4.55954 -2.61807
C: -2.33385 3.76866 -2.26773
C: -2.14149 2.59023 -1.46296
C: 0.50253 1.03865 1.40734
C: -0.10811 1.38265 2.58445
C: 0.51929 1.31394 3.82068
C: 1.90667 1.05482 3.74320
C: 2.53698 0.93023 2.56679
C: 1.85250 0.92432 1.39215
H: 1.12053 -4.27184 -2.01214
H: -0.32837 -5.18620 -1.59924
H: -0.48175 -3.51895 -2.29560
H: -0.83727 -4.56863 1.17936
H: 0.58654 -5.32520 0.50222
H: 0.64321 -3.90553 1.69282
H: 0.81859 -1.76124 0.64555
H: 2.04942 -2.64180 -0.34969
H: -0.54933 -1.55853 -1.65105
H: 1.17867 -1.55218 -2.40958
H: -2.56352 -0.78200 -0.59116
H: -1.64420 -1.45633 0.77378
H: -2.42285 0.06411 0.95731
H: 1.20595 2.88715 -1.06849
H: 0.69540 5.03871 -2.35257
H: -1.44076 5.43907 -3.17178
H: -3.25667 4.11967 -2.52323
H: -3.02577 2.08094 -1.13763
H: -1.15155 1.47680 2.49259
H: 0.03468 1.07107 4.76093
H: 2.44202 1.09962 4.68851
H: 3.51617 0.55284 2.55149
H: 2.40262 0.96382 0.44224

- E_LUMO (eV) = 0.789
- SMILES string = CN(C)CCO[Si](C)(c1ccccc1)c1ccccc1

Mulliken population analysis, charges in e, atoms 1 to 5:
1. C -1.116
2. N 0.118
3. C -1.105
4. C -0.329
5. C -0.461

Computed values of energy above the lowest of the compared OMol25 structures with the same formula, charge and spin (unit: eV) for the preceding records, in sequence: 0.637, 0.000, 0.000, 0.780, 0.462.
Computed values of electronic energy (unit: eV) for the preceding records, in sequence: -37364.6790, -43813.3533, -56248.3056, -25636.0364, -29416.4851.